Below is the ion CH6IN4 with charge +1 at a distorted geometry, with properties calculated with ωB97M-V/def2-TZVPD.

For the HOMO energy, the calculation gives -13.1510 eV. For the gap between HOMO and LUMO, the calculation gives 8.5614 eV. For the molecular weight, the calculation gives 200.99 g mol⁻¹. Its SMILES is N/N=N/[C@H]([NH3+])I. The calculation puts the calculated total energy at -558.05726 hartree. The relative energy (zero: lowest compared OMol25 entry of this formula, charge and spin) comes out at 143.7 kJ/mol. For the lowest unoccupied orbital energy, the calculation gives -4.6 eV. As for the charge: +1.

The geometry in XYZ format:
```
12
CH6IN4 | the Open Molecules 2025 dataset | ωB97M-V/def2-TZVPD
N 2.32 -1.26 0.28
N 1.23 -0.89 -0.29
N 0.49 0.04 0.13
C -0.52 0.63 -0.46
N -1.66 0.77 0.48
I -1.49 -0.61 -2.37
H 2.75 -0.65 1.12
H 2.99 -1.89 -0.14
H -0.45 1.50 -0.94
H -1.98 -0.16 0.77
H -2.32 1.34 0.09
H -1.37 1.17 1.32
```

---

Below is an isolated molecule of C3H5NO2, with properties calculated with ωB97M-V/def2-TZVPD.

For the HOMO energy, the calculation gives -10.5900 eV. For the gap between HOMO and LUMO, the calculation gives 11.4528 eV. For the molecular weight, the calculation gives 87.08 g mol⁻¹. Its SMILES is [H]/N=C/OC(C)=O. The calculation puts the calculated total energy at -322.54960 hartree. The relative energy (zero: lowest compared OMol25 entry of this formula, charge and spin) comes out at 64.9 kJ/mol. For the lowest unoccupied orbital energy, the calculation gives 0.9 eV. As for the charge: 0.

The geometry in XYZ format:
```
11
C3H5NO2 | the Open Molecules 2025 dataset | ωB97M-V/def2-TZVPD
H -2.91 1.53 1.25
N -1.96 1.25 1.46
C -1.46 0.70 0.44
O -0.16 0.24 0.54
C 0.40 -0.30 -0.58
C 1.79 -0.79 -0.29
O -0.17 -0.38 -1.64
H -1.90 0.52 -0.54
H 2.28 -0.14 0.44
H 1.73 -1.79 0.14
H 2.36 -0.83 -1.22
```

---

Below is a structure of composition C18H54O9 at a distorted geometry, with properties calculated with ωB97M-V/def2-TZVPD.

For the HOMO energy, the calculation gives -7.7238 eV. For the gap between HOMO and LUMO, the calculation gives 7.6818 eV. For the molecular weight, the calculation gives 414.62 g mol⁻¹. The calculation puts the calculated total energy at -1394.46219 hartree. The relative energy (zero: lowest compared OMol25 entry of this formula, charge and spin) comes out at 2375.1 kJ/mol. For the lowest unoccupied orbital energy, the calculation gives 0.0 eV. As for the charge: 0.

The geometry in XYZ format:
```
81
C18H54O9 | the Open Molecules 2025 dataset | ωB97M-V/def2-TZVPD
C -12.35 23.69 -13.20
C -12.47 24.85 -12.24
C -13.40 26.02 -12.75
O -12.84 24.29 -11.00
H -13.30 23.21 -13.43
H -11.68 22.88 -12.90
H -11.92 24.06 -14.13
H -11.53 25.39 -12.14
H -14.42 25.69 -12.94
H -12.95 26.35 -13.69
H -13.25 26.85 -12.06
H -12.00 24.15 -10.55
C -16.56 19.48 -10.76
C -17.29 19.61 -9.47
C -18.79 19.79 -9.63
O -17.22 18.48 -8.73
H -16.65 20.42 -11.31
H -17.02 18.69 -11.35
H -15.49 19.27 -10.75
H -16.89 20.49 -8.97
H -19.33 18.94 -10.06
H -19.05 20.62 -10.28
H -19.24 19.91 -8.65
H -17.82 17.90 -9.20
C -16.26 22.99 -15.83
C -15.62 22.13 -14.80
C -15.69 22.53 -13.36
O -16.33 20.92 -14.87
H -15.79 23.97 -15.91
H -17.34 23.10 -15.75
H -16.09 22.42 -16.75
H -14.57 22.06 -15.07
H -15.43 21.76 -12.64
H -16.68 22.94 -13.12
H -15.10 23.44 -13.27
H -16.99 20.98 -15.57
C -13.08 24.84 -8.42
C -13.05 23.32 -8.15
C -13.12 22.90 -6.67
O -14.27 22.99 -8.72
H -13.47 25.13 -9.40
H -12.12 25.35 -8.38
H -13.66 25.30 -7.62
H -12.40 22.70 -8.78
H -13.93 23.44 -6.19
H -12.15 23.05 -6.20
H -13.25 21.83 -6.54
H -14.19 22.97 -9.67
C -14.53 20.89 -11.19
C -13.76 22.22 -11.25
O -14.36 23.25 -10.53
H -14.30 20.18 -11.99
H -15.60 21.06 -11.29
H -14.27 20.43 -10.24
H -13.77 22.54 -12.30
H -12.71 22.04 -11.03
H -13.71 23.96 -10.54
C -15.80 18.81 -13.13
O -16.88 19.67 -13.45
H -15.06 19.41 -12.60
H -16.06 18.11 -12.34
H -15.35 18.27 -13.97
H -16.65 20.38 -14.06
C -17.37 23.04 -11.50
O -18.11 23.86 -10.63
H -17.90 22.09 -11.58
H -17.24 23.63 -12.41
H -16.47 22.74 -10.96
H -17.60 24.66 -10.50
C -15.87 25.56 -11.34
O -16.91 25.43 -10.31
H -15.75 26.57 -11.73
H -14.91 25.16 -11.00
H -16.27 24.95 -12.15
H -16.43 25.33 -9.49
C -13.01 18.20 -11.93
O -12.46 17.77 -10.72
H -13.31 19.24 -11.79
H -12.19 18.15 -12.65
H -13.84 17.67 -12.39
H -13.14 17.38 -10.16
```

---

Below is the ion C5H14N5P with charge +2 at a distorted geometry, with properties calculated with ωB97M-V/def2-TZVPD.

For the HOMO energy (spin up / spin down), the calculation gives -17.1109 / -17.1110 eV. For the gap between HOMO and LUMO (spin up / spin down), the calculation gives 6.0445 / 6.0456 eV. For the molecular weight, the calculation gives 175.18 g mol⁻¹. Its SMILES is CN(C)/C(=N/[P@@H](C)=N)[NH+]=C=[NH2+]. The calculation puts the calculated total energy at -813.30665 hartree. The relative energy (zero: lowest compared OMol25 entry of this formula, charge and spin) comes out at 351.3 kJ/mol. For the lowest unoccupied orbital energy (spin up / spin down), the calculation gives -11.1 / -11.1 eV. As for the charge: +2.

The geometry in XYZ format:
```
25
C5H14N5P | the Open Molecules 2025 dataset | ωB97M-V/def2-TZVPD
C -2.74 -0.46 0.35
N -1.48 -1.16 0.14
C -1.54 -2.61 0.16
C -0.41 -0.42 -0.07
N -0.44 0.84 -0.09
P 0.51 2.18 -0.31
C 0.54 3.03 1.27
N 2.01 1.82 -0.74
N 0.84 -1.25 -0.23
C 1.95 -0.87 -0.68
N 3.13 -1.12 -1.07
H -3.49 -1.16 0.73
H -2.61 0.35 1.06
H -3.11 -0.04 -0.59
H -0.79 -3.09 -0.48
H -1.47 -3.00 1.18
H -2.51 -2.91 -0.24
H -0.27 2.87 -1.21
H -0.46 3.07 1.70
H 1.22 2.51 1.94
H 0.91 4.05 1.13
H 2.28 1.98 -1.70
H 0.67 -2.16 0.21
H 3.79 -0.37 -1.25
H 3.49 -2.07 -1.21
```

---

Below is a structure of composition C27H46BrNP2SSr at a distorted geometry, with properties calculated with ωB97M-V/def2-TZVPD.

For the HOMO energy (spin up / spin down), the calculation gives -10.9741 / -10.9735 eV. For the gap between HOMO and LUMO (spin up / spin down), the calculation gives 4.1476 / 3.0653 eV. For the molecular weight, the calculation gives 646.21 g mol⁻¹. The calculation puts the calculated total energy at -4796.18997 hartree. The relative energy (zero: lowest compared OMol25 entry of this formula, charge and spin) comes out at 7.0 kJ/mol. For the lowest unoccupied orbital energy (spin up / spin down), the calculation gives -6.8 / -7.9 eV. As for the charge: +2.

The geometry in XYZ format:
```
79
C27H46BrNP2SSr | the Open Molecules 2025 dataset | ωB97M-V/def2-TZVPD
N -6.23 5.05 -4.09
C -6.10 5.70 -2.94
C -5.18 5.30 -1.96
C -4.25 4.25 -2.23
C -4.44 3.59 -3.48
C -5.41 4.04 -4.39
C -3.14 3.91 -1.32
Sr -0.24 2.84 0.45
P 5.14 -0.46 0.43
C -1.96 3.27 -1.74
C -1.73 1.84 -1.53
C -0.67 1.11 -2.16
C -0.35 -0.17 -1.73
C -0.96 -0.75 -0.59
C -1.87 0.06 0.13
C -2.42 1.19 -0.46
Br 1.37 0.35 0.89
H -3.26 4.30 -0.29
H -1.26 3.82 -2.40
H -5.19 5.81 -1.01
H -3.85 2.72 -3.75
H -6.74 6.58 -2.78
H -5.52 3.57 -5.37
H -0.20 1.52 -3.06
H -3.45 1.50 -0.22
H 0.45 -0.72 -2.25
H -2.23 -0.28 1.10
P -0.92 -2.51 -0.13
C 4.58 1.25 0.66
C 5.78 2.16 0.35
H 4.24 1.36 1.70
H 3.74 1.41 -0.02
H 5.57 3.18 0.67
H 6.69 1.81 0.85
H 6.00 2.17 -0.72
C 4.54 -1.09 -1.14
C 5.51 -2.18 -1.59
H 4.53 -0.26 -1.84
H 3.52 -1.46 -0.97
H 5.32 -2.47 -2.62
H 6.55 -1.83 -1.52
H 5.45 -3.08 -0.97
C 4.38 -1.58 1.64
C 5.41 -1.84 2.75
H 4.10 -2.52 1.13
H 3.46 -1.08 2.00
H 5.02 -2.52 3.51
H 6.33 -2.27 2.34
H 5.69 -0.90 3.24
C -0.71 -3.03 1.60
C -1.20 -4.47 1.94
H -1.24 -2.34 2.28
H 0.36 -2.91 1.85
H -2.26 -4.46 2.24
H -1.09 -5.18 1.11
H -0.63 -4.88 2.78
C 0.20 -3.39 -1.24
C -0.15 -3.25 -2.72
H 0.14 -4.45 -0.93
H 1.21 -3.02 -1.00
H -0.99 -3.89 -3.01
H -0.41 -2.23 -3.02
H 0.72 -3.56 -3.30
C -2.55 -3.11 -0.69
C -3.73 -2.71 0.18
H -2.46 -4.20 -0.81
H -2.64 -2.69 -1.70
H -4.18 -1.79 -0.20
H -4.50 -3.48 0.11
H -3.48 -2.57 1.24
C -0.75 3.05 4.95
S -0.42 2.18 3.40
C -0.62 0.52 4.05
H -0.49 4.11 4.83
H -0.11 2.60 5.73
H -1.82 2.93 5.21
H 0.30 0.22 4.56
H -1.46 0.49 4.75
H -0.80 -0.15 3.21
```

---

Below is an isolated molecule of C3H6N4S at a distorted geometry, with properties calculated with ωB97M-V/def2-TZVPD.

For the HOMO energy, the calculation gives -8.8510 eV. For the gap between HOMO and LUMO, the calculation gives 8.9286 eV. For the molecular weight, the calculation gives 130.18 g mol⁻¹. Its SMILES is NN1C=NNCC1=S. The calculation puts the calculated total energy at -735.06399 hartree. The relative energy (zero: lowest compared OMol25 entry of this formula, charge and spin) comes out at 214.8 kJ/mol. For the lowest unoccupied orbital energy, the calculation gives 0.1 eV. As for the charge: 0.

The geometry in XYZ format:
```
14
C3H6N4S | the Open Molecules 2025 dataset | ωB97M-V/def2-TZVPD
N -0.70 2.04 -0.09
N 0.06 0.87 -0.02
C 1.43 1.07 0.18
N 2.30 0.17 0.04
N 1.73 -1.07 -0.44
C 0.55 -1.44 0.28
C -0.52 -0.39 0.02
S -2.17 -0.62 -0.03
H -1.25 1.96 -0.94
H -1.35 1.97 0.70
H 1.65 2.08 0.39
H 2.46 -1.78 -0.38
H 0.11 -2.38 -0.04
H 0.69 -1.46 1.36
```